[1]
One molecule with the formula C9H9NOS at a distorted geometry. Source: OMol25; level of theory: wB97M-V/def2-TZVPD.

Geometry as ORCA input:
```
! RIJCOSX wB97M-V def2-TZVPD def2/J DEFGRID3
* xyz 0 1
C -0.666 2.419 -0.664
C -0.302 1.354 -1.500
C -0.483 -1.679 0.593
C 1.312 -1.839 -0.588
C -0.619 -0.584 1.411
C 2.353 -1.220 -0.062
C -0.882 1.879 0.771
C -0.066 -1.265 -0.785
C -0.244 0.208 -0.630
N -0.502 0.555 0.648
O 3.715 0.932 0.870
S 2.292 0.428 0.541
H -0.736 3.419 -0.760
H -0.234 1.298 -2.627
H -0.438 -2.721 0.782
H 1.422 -2.861 -0.665
H -1.002 -0.496 2.384
H 3.275 -1.766 0.129
H -0.287 2.428 1.402
H -2.019 1.757 0.930
H -0.518 -1.717 -1.639
*
```

Summary:
Frontier orbital gap (alpha / beta): 0.1958 / 0.2720 hartree
LUMO level (alpha / beta): -0.787 / -0.022 eV
Energy above the lowest of the compared OMol25 structures with the same formula, charge and spin: 121.32 kcal per mole
Strongest force on any atom: 4.58 eV Å⁻¹

These are the Löwdin partial charges, in e, on atoms 1 to 5: -0.02 0.01 -0.04 -0.16 -0.04



[2]
One molecule with the formula C9H9NOS at a distorted geometry. Source: OMol25; level of theory: wB97M-V/def2-TZVPD.

Geometry as ORCA input:
```
! RIJCOSX wB97M-V def2-TZVPD def2/J DEFGRID3
* xyz 0 1
C 2.093 -0.664 1.157
C 3.440 -0.738 1.000
C 2.417 0.299 -0.940
C 1.429 -0.121 0.011
C 0.075 0.113 -0.085
C -1.191 -0.320 -0.031
C -0.871 2.521 -0.408
C -2.417 0.531 -0.169
C -1.444 -1.866 -0.003
N -2.023 1.991 -0.432
O -0.358 3.561 -0.621
S 4.027 -0.198 -0.550
H 1.668 -0.934 2.015
H 4.145 -1.119 1.743
H 2.473 0.450 -2.000
H -3.166 0.281 -0.906
H -2.909 0.623 0.774
H -0.417 -2.445 -0.141
H -2.114 -2.292 -0.927
H -1.944 -2.213 0.860
H -2.913 2.541 -0.348
*
```

Summary:
Frontier orbital gap (alpha / beta): 0.2646 / 0.2605 hartree
LUMO level (alpha / beta): 0.123 / -0.003 eV
Energy above the lowest of the compared OMol25 structures with the same formula, charge and spin: 112.15 kcal per mole
Strongest force on any atom: 5.03 eV Å⁻¹

These are the Löwdin partial charges, in e, on atoms 1 to 5: -0.13 -0.41 -0.35 -0.33 0.05



[3]
C9H9O3PtTe4 as an isolated structure. Source: OMol25; level of theory: wB97M-V/def2-TZVPD.

Geometry as ORCA input:
```
! RIJCOSX wB97M-V def2-TZVPD def2/J DEFGRID3
* xyz 1 5
Pt 1.621 -2.906 0.301
Te 3.921 -3.712 -0.579
Te 5.187 -2.628 1.517
Te 3.495 -2.640 3.683
Te 1.158 -3.586 2.827
C 1.148 4.142 -0.413
O -0.182 3.630 -0.371
C -0.357 2.314 -0.354
C -1.706 1.876 -0.351
C -2.017 0.534 -0.327
C -1.040 -0.460 -0.291
C -1.382 -1.875 -0.258
C -2.798 -2.353 -0.446
O -0.539 -2.770 -0.126
C 0.353 -0.024 -0.302
O 1.344 -0.803 -0.300
C 0.642 1.375 -0.346
H 1.043 5.221 -0.446
H 1.672 3.799 -1.306
H 1.705 3.856 0.481
H -2.483 2.629 -0.373
H -3.061 0.262 -0.330
H -3.548 -1.583 -0.312
H -2.971 -3.166 0.256
H -2.895 -2.774 -1.448
H 1.689 1.642 -0.385
*
```

Summary:
Frontier orbital gap (alpha / beta): 0.2471 / 0.1780 hartree
LUMO level (alpha / beta): -4.021 / -6.205 eV
Strongest force on any atom: 0.93 eV Å⁻¹

These are the Löwdin partial charges, in e, on atoms 1 to 5: 0.24 0.30 0.12 0.12 0.30



[4]
CBr2F3P as an isolated structure at a distorted geometry. Source: OMol25; level of theory: wB97M-V/def2-TZVPD.

Geometry as ORCA input:
```
! RIJCOSX wB97M-V def2-TZVPD def2/J DEFGRID3
* xyz 0 1
C 0.535 -0.001 -0.067
F 0.756 -0.689 -1.152
F 1.593 0.889 0.050
F 0.397 -0.822 0.943
P -3.423 0.961 0.933
Br -1.689 1.151 -0.449
Br -4.498 -0.746 -0.151
*
```

Summary:
Frontier orbital gap (alpha / beta): 0.2956 / 0.2539 hartree
LUMO level (alpha / beta): -0.873 / -1.948 eV
Energy above the lowest of the compared OMol25 structures with the same formula, charge and spin: 48.16 kcal per mole
Strongest force on any atom: 2.01 eV Å⁻¹

These are the Löwdin partial charges, in e, on atoms 1 to 5: -0.67 0.12 0.05 0.13 0.02



[5]
A 2-piece molecular cluster, CBr3NO overall at a distorted geometry. Source: OMol25; level of theory: wB97M-V/def2-TZVPD.

Geometry as ORCA input:
```
! RIJCOSX wB97M-V def2-TZVPD def2/J DEFGRID3
* xyz 0 1
O -1.538 0.696 -2.315
N -0.928 -0.117 -1.714
C -0.086 -0.501 -0.963
Br 0.915 -1.949 -1.423
Br 1.928 0.671 0.536
Br 2.307 0.201 2.496
*
```

Summary:
Frontier orbital gap: 0.3148 hartree
LUMO level: -0.941 eV
Energy above the lowest of the compared OMol25 structures with the same formula, charge and spin: 34.81 kcal per mole
Strongest force on any atom: 6.51 eV Å⁻¹
SMILES: [O-][N+]#CBr.BrBr

These are the Löwdin partial charges, in e, on atoms 1 to 5: 0.07 -0.23 -0.73 0.72 0.10



[6]
CBr3O3S as an isolated structure at a distorted geometry. Source: OMol25; level of theory: wB97M-V/def2-TZVPD.

Geometry as ORCA input:
```
! RIJCOSX wB97M-V def2-TZVPD def2/J DEFGRID3
* xyz -1 1
C 1.661 -0.074 -0.015
O -1.507 1.279 0.650
O -2.000 -0.964 -0.251
O 0.526 -0.164 -0.752
S -1.113 -0.102 0.476
Br 1.639 -0.779 1.765
Br 3.151 -0.874 -0.934
Br 2.073 1.816 0.159
*
```

Summary:
Frontier orbital gap: 0.2949 hartree
LUMO level: 2.961 eV
Energy above the lowest of the compared OMol25 structures with the same formula, charge and spin: 12.85 kcal per mole
Strongest force on any atom: 4.23 eV Å⁻¹

These are the Löwdin partial charges, in e, on atoms 1 to 5: -1.87 -0.47 -0.46 -0.51 0.67



[7]
A 2-piece molecular cluster, CBrClFO2S overall at a distorted geometry. Source: OMol25; level of theory: wB97M-V/def2-TZVPD.

Geometry as ORCA input:
```
! RIJCOSX wB97M-V def2-TZVPD def2/J DEFGRID3
* xyz -1 1
C -2.398 0.103 0.436
O 3.988 0.754 -0.817
O 3.345 -0.439 1.165
F -2.686 -1.200 0.635
S 2.931 -0.102 -0.258
Cl -4.027 0.819 -0.184
Br -1.152 0.065 -0.977
*
```

Summary:
Frontier orbital gap: 0.1307 hartree
LUMO level: 0.782 eV
Energy above the lowest of the compared OMol25 structures with the same formula, charge and spin: 42.02 kcal per mole
Strongest force on any atom: 5.97 eV Å⁻¹

These are the Löwdin partial charges, in e, on atoms 1 to 5: -1.26 -0.48 -0.48 -0.28 0.92



[8]
A 2-piece molecular cluster, CBrF2I overall at a distorted geometry. Source: OMol25; level of theory: wB97M-V/def2-TZVPD.

Geometry as ORCA input:
```
! RIJCOSX wB97M-V def2-TZVPD def2/J DEFGRID3
* xyz 0 1
C 0.144 0.216 -0.139
F -0.150 0.478 1.113
F 0.527 -1.056 -0.303
Br -3.149 -0.078 -1.211
I 0.938 1.566 -1.473
*
```

Summary:
Frontier orbital gap (alpha / beta): 0.1954 / 0.1958 hartree
LUMO level (alpha / beta): -3.349 / -3.345 eV
Energy above the lowest of the compared OMol25 structures with the same formula, charge and spin: 68.30 kcal per mole
Strongest force on any atom: 2.47 eV Å⁻¹

Charges obtained by Löwdin population analysis, quoted in units of e: -0.82 0.10 0.05 -0.40 1.06



[9]
One molecule with the formula CBrN3S at a distorted geometry. Source: OMol25; level of theory: wB97M-V/def2-TZVPD.

Geometry as ORCA input:
```
! RIJCOSX wB97M-V def2-TZVPD def2/J DEFGRID3
* xyz 0 1
Br 2.920 -0.017 -0.003
C 1.127 0.194 0.089
N 0.416 -0.869 0.056
N -0.856 -0.585 -0.046
N -1.184 0.623 -0.057
S 0.058 1.701 0.009
*
```

Summary:
Frontier orbital gap: 0.3700 hartree
LUMO level: -0.369 eV
Energy above the lowest of the compared OMol25 structures with the same formula, charge and spin: 6.78 kcal per mole
Strongest force on any atom: 3.35 eV Å⁻¹
SMILES: Brc1nnns1

These are the Löwdin partial charges, in e, on atoms 1 to 5: 0.79 -1.11 -0.09 -0.14 -0.39



[10]
An isolated ion of composition CBrN4 and charge -1 at a distorted geometry. Source: OMol25; level of theory: wB97M-V/def2-TZVPD.

Geometry as ORCA input:
```
! RIJCOSX wB97M-V def2-TZVPD def2/J DEFGRID3
* xyz -1 1
C 0.883 0.015 -0.115
N 0.277 1.132 -0.052
N 0.200 -1.110 -0.036
N -1.012 0.711 0.071
N -1.059 -0.569 0.063
Br 3.246 -0.135 0.005
*
```

Summary:
Frontier orbital gap: 0.3342 hartree
LUMO level: 3.171 eV
Energy above the lowest of the compared OMol25 structures with the same formula, charge and spin: 12.72 kcal per mole
Strongest force on any atom: 3.76 eV Å⁻¹

These are the Löwdin partial charges, in e, on atoms 1 to 5: -0.67 -0.06 -0.06 -0.14 -0.15



Total energy (computed, eV): -23846.407, -23846.804, -48032.974, -158561.228, -214696.791, -228143.554, -101248.730, -84611.441, -86382.684, -77039.186